{"formula": "C32H36N4O2PrTe", "method": "ωB97M-V/def2-TZVPD", "homo_lumo_gap_ha": [0.2716, 0.2718], "multiplicity": 3, "fmax_ev_per_a": 2.66, "homo_energy_ev": [-16.024, -16.024], "mol_weight_g_mol": 777.17, "charge": 3, "lumo_ev": [-8.6, -8.6], "species": ["Pr", "C", "C", "C", "C", "C", "N", "C", "C", "C", "N", "C", "C", "C", "C", "C", "C", "C", "C", "N", "C", "C", "C", "N", "C", "C", "C", "C", "O", "C", "O", "H", "H", "H", "H", "H", "H", "H", "H", "H", "H", "H", "H", "H", "H", "H", "H", "H", "H", "H", "H", "H", "H", "H", "H", "H", "H", "H", "H", "C", "Te", "C", "C", "C", "C", "C", "C", "C", "H", "H", "H", "H", "H", "H", "H", "H"], "xyz": [[0.90, 1.20, 0.71], [5.90, -2.92, 4.67], [4.96, -2.22, 3.71], [4.78, -2.70, 2.42], [3.86, -2.22, 1.46], [3.93, -2.90, 0.21], [3.04, -3.19, -0.72], [1.66, -2.74, -0.96], [1.66, -1.92, -2.28], [0.35, -1.19, -2.52], [-0.76, -2.09, -2.46], [-1.95, -1.94, -1.94], [-2.62, -1.03, -1.08], [-4.00, -1.27, -0.96], [-4.89, -0.57, -0.14], [-6.33, -0.95, -0.01], [-4.32, 0.42, 0.65], [-2.94, 0.70, 0.58], [-2.46, 1.75, 1.44], [-1.24, 2.15, 1.55], [-1.04, 3.20, 2.59], [-0.42, 2.61, 3.88], [1.13, 2.43, 3.92], [1.60, 1.33, 3.07], [2.39, 0.46, 3.68], [3.13, -0.65, 3.16], [4.11, -1.18, 4.05], [3.00, -1.10, 1.84], [2.26, -0.50, 0.91], [-2.07, -0.11, -0.15], [-0.78, -0.03, 0.01], [6.81, -3.17, 4.16], [5.40, -3.83, 5.02], [6.13, -2.32, 5.53], [5.35, -3.58, 2.06], [4.88, -3.44, 0.14], [3.37, -3.81, -1.46], [1.32, -2.14, -0.10], [1.01, -3.62, -1.13], [1.86, -2.64, -3.08], [2.46, -1.18, -2.24], [0.42, -0.75, -3.48], [0.17, -0.41, -1.79], [-0.63, -2.90, -3.03], [-2.63, -2.72, -2.23], [-4.42, -2.12, -1.45], [-6.49, -1.64, 0.81], [-6.66, -1.35, -0.98], [-6.90, -0.09, 0.22], [-4.95, 0.95, 1.37], [-3.22, 2.28, 2.00], [-1.96, 3.75, 2.75], [-0.38, 3.96, 2.15], [-0.92, 1.68, 4.21], [-0.69, 3.30, 4.67], [1.44, 2.33, 4.99], [1.65, 3.35, 3.63], [2.63, 0.63, 4.76], [4.17, -0.72, 5.04], [0.82, 2.18, -3.84], [1.10, 3.37, -2.02], [-0.92, 3.86, -2.45], [-1.47, 2.68, -3.19], [-2.85, 2.58, -3.39], [-3.38, 1.59, -4.20], [-2.52, 0.67, -4.82], [-1.13, 0.82, -4.71], [-0.63, 1.85, -3.93], [1.50, 1.30, -3.86], [1.16, 2.80, -4.67], [-0.90, 4.71, -3.10], [-1.50, 4.17, -1.61], [-3.52, 3.33, -2.91], [-4.45, 1.51, -4.35], [-2.85, -0.18, -5.44], [-0.52, 0.16, -5.29]]}

***

{"formula": "C32H37ClN2PdSi2", "method": "ωB97M-V/def2-TZVPD", "e_above_lowest_kcal_mol": 63.0, "homo_lumo_gap_ha": [0.1862, 0.1856], "multiplicity": 3, "fmax_ev_per_a": 3.22, "homo_energy_ev": [-4.699, -4.738], "mol_weight_g_mol": 647.71, "charge": 0, "lumo_ev": [0.4, 0.3], "species": ["C", "C", "C", "H", "C", "C", "H", "H", "H", "H", "Pd", "Si", "C", "C", "H", "C", "H", "C", "H", "C", "H", "C", "H", "C", "C", "H", "C", "H", "C", "H", "C", "H", "C", "H", "H", "Si", "C", "C", "H", "C", "H", "C", "H", "C", "H", "C", "H", "C", "C", "H", "C", "H", "C", "H", "C", "H", "C", "H", "H", "Cl", "N", "C", "C", "C", "N", "H", "H", "H", "H", "H", "H", "H", "H", "H", "H"], "xyz": [[-1.24, -0.27, 0.61], [-1.80, 0.11, -0.65], [-1.59, -0.95, -1.57], [-2.31, 1.06, -0.87], [-0.88, -1.99, -0.90], [-0.67, -1.58, 0.45], [-0.17, -2.15, 1.23], [-1.25, 0.32, 1.53], [-1.90, -0.98, -2.61], [-0.55, -2.93, -1.34], [0.38, -0.19, -0.96], [1.48, 0.40, -4.03], [0.39, 1.97, -3.95], [0.96, 3.16, -4.43], [2.03, 3.20, -4.64], [0.14, 4.26, -4.72], [0.59, 5.17, -5.13], [-1.24, 4.18, -4.50], [-1.86, 5.04, -4.74], [-1.81, 3.00, -4.03], [-2.90, 2.94, -3.91], [-1.00, 1.90, -3.74], [-1.46, 0.97, -3.38], [0.43, -1.19, -4.53], [-0.86, -1.18, -5.16], [-1.34, -0.24, -5.49], [-1.60, -2.37, -5.28], [-2.56, -2.34, -5.80], [-1.13, -3.56, -4.74], [-1.71, -4.48, -4.86], [0.06, -3.57, -4.01], [0.40, -4.50, -3.54], [0.83, -2.41, -3.89], [1.74, -2.43, -3.28], [0.88, 0.10, -2.61], [0.99, -0.06, -6.35], [1.35, -1.46, -7.47], [0.74, -1.47, -8.74], [0.48, -0.53, -9.23], [0.40, -2.70, -9.31], [-0.17, -2.72, -10.25], [0.75, -3.90, -8.68], [0.44, -4.86, -9.11], [1.53, -3.87, -7.52], [1.83, -4.80, -7.03], [1.91, -2.65, -6.96], [2.55, -2.61, -6.07], [0.58, 1.49, -7.41], [-0.78, 1.80, -7.55], [-1.53, 1.16, -7.07], [-1.20, 2.91, -8.29], [-2.26, 3.11, -8.39], [-0.26, 3.74, -8.92], [-0.60, 4.59, -9.52], [1.10, 3.46, -8.75], [1.83, 4.11, -9.23], [1.52, 2.36, -8.00], [2.59, 2.16, -7.87], [2.33, 0.74, -5.19], [3.36, 0.17, -3.02], [2.24, -0.80, -0.08], [2.40, -0.41, 1.34], [1.87, 0.99, 1.64], [2.05, 1.99, 0.51], [1.00, 1.82, -0.53], [2.97, -0.42, -0.68], [2.27, -1.82, -0.19], [1.85, -1.14, 1.93], [3.46, -0.46, 1.64], [0.81, 0.94, 1.93], [2.42, 1.37, 2.51], [2.00, 3.02, 0.89], [3.03, 1.86, 0.04], [0.14, 2.29, -0.23], [1.26, 2.26, -1.42]]}

***

{"formula": "C32H37ClN2Si2Tl", "method": "ωB97M-V/def2-TZVPD", "homo_lumo_gap_ha": 0.1101, "fmax_ev_per_a": 4.76, "homo_energy_ev": -8.566, "mol_weight_g_mol": 745.67, "charge": 1, "lumo_ev": -5.6, "species": ["C", "C", "C", "H", "C", "C", "H", "H", "H", "H", "Tl", "Si", "C", "C", "H", "C", "H", "C", "H", "C", "H", "C", "H", "C", "C", "H", "C", "H", "C", "H", "C", "H", "C", "H", "H", "Si", "C", "C", "H", "C", "H", "C", "H", "C", "H", "C", "H", "C", "C", "H", "C", "H", "C", "H", "C", "H", "C", "H", "H", "Cl", "N", "C", "C", "C", "N", "H", "H", "H", "H", "H", "H", "H", "H", "H", "H"], "xyz": [[-1.95, -0.76, 5.63], [-2.65, -0.20, 4.55], [-2.69, -1.18, 3.48], [-3.12, 0.79, 4.52], [-2.01, -2.35, 3.95], [-1.56, -2.10, 5.28], [-1.07, -2.81, 5.95], [-1.78, -0.30, 6.61], [-3.15, -1.05, 2.50], [-1.86, -3.27, 3.40], [-0.08, -0.37, 2.90], [-0.91, 0.32, -3.15], [-0.49, 1.53, -4.47], [0.86, 1.51, -4.85], [1.50, 0.64, -4.66], [1.40, 2.66, -5.43], [2.48, 2.70, -5.61], [0.56, 3.75, -5.72], [0.99, 4.67, -6.13], [-0.83, 3.68, -5.47], [-1.48, 4.53, -5.70], [-1.37, 2.55, -4.86], [-2.43, 2.46, -4.65], [-0.33, -1.32, -4.31], [-0.72, -1.53, -5.66], [-1.53, -0.93, -6.08], [-0.06, -2.47, -6.48], [-0.32, -2.57, -7.52], [0.96, -3.27, -5.97], [1.50, -3.98, -6.61], [1.26, -3.16, -4.62], [2.04, -3.77, -4.18], [0.57, -2.25, -3.79], [0.78, -2.25, -2.72], [-2.36, 0.33, -2.96], [1.82, 0.22, -1.19], [0.71, -1.27, -0.51], [-0.65, -1.56, -0.71], [-1.37, -0.89, -1.22], [-1.29, -2.69, -0.22], [-2.35, -2.83, -0.47], [-0.60, -3.56, 0.59], [-1.13, -4.41, 1.04], [0.78, -3.34, 0.77], [1.34, -4.09, 1.32], [1.42, -2.22, 0.24], [2.50, -2.07, 0.30], [-0.02, 1.40, -1.72], [-0.91, 1.34, -0.57], [-0.97, 0.46, 0.08], [-1.86, 2.29, -0.25], [-2.69, 2.03, 0.42], [-1.77, 3.56, -0.78], [-2.52, 4.33, -0.56], [-0.67, 3.82, -1.62], [-0.59, 4.83, -2.04], [0.25, 2.83, -1.96], [1.11, 3.11, -2.56], [3.17, -0.39, -1.22], [2.12, 1.39, 0.50], [0.60, 1.68, 4.51], [1.56, 1.79, 5.62], [1.44, 0.66, 6.64], [2.29, -0.54, 6.23], [1.69, -1.28, 5.09], [-0.27, 2.16, 4.74], [0.98, 2.14, 3.69], [2.57, 1.79, 5.19], [1.44, 2.76, 6.13], [1.84, 1.03, 7.60], [0.41, 0.36, 6.81], [3.28, -0.18, 5.93], [2.44, -1.19, 7.10], [1.30, -2.17, 5.43], [2.43, -1.54, 4.45]]}

***

{"formula": "C32H37DyN4O6PS", "method": "ωB97M-V/def2-TZVPD", "e_above_lowest_kcal_mol": 36.2, "homo_lumo_gap_ha": [0.2239, 0.2391], "multiplicity": 6, "fmax_ev_per_a": 2.16, "homo_energy_ev": [-9.805, -9.805], "mol_weight_g_mol": 799.21, "charge": 1, "lumo_ev": [-3.7, -3.3], "species": ["Dy", "O", "C", "O", "C", "C", "C", "N", "C", "C", "C", "C", "C", "C", "C", "N", "C", "C", "C", "C", "C", "N", "H", "H", "H", "H", "H", "H", "H", "H", "H", "H", "C", "C", "P", "C", "C", "C", "C", "H", "H", "H", "H", "H", "H", "H", "H", "H", "H", "H", "H", "H", "H", "H", "C", "C", "C", "C", "C", "C", "C", "S", "O", "O", "N", "C", "C", "C", "O", "O", "H", "H", "H", "H", "H", "H", "H", "H", "H", "H", "H", "H"], "xyz": [[0.15, 0.67, 0.51], [2.27, -3.83, 5.65], [1.08, -3.53, 5.50], [0.03, -3.88, 6.06], [0.84, -2.59, 4.32], [1.67, -2.63, 3.20], [1.33, -1.90, 2.09], [0.35, -0.99, 2.13], [-0.35, -0.82, 3.26], [-0.22, -1.68, 4.32], [-1.38, 0.27, 3.21], [-1.88, 0.87, 4.36], [-2.85, 1.85, 4.23], [-3.33, 2.18, 2.98], [-2.80, 1.52, 1.89], [-1.83, 0.61, 1.99], [2.04, -2.03, 0.79], [2.98, -3.02, 0.57], [3.69, -3.03, -0.63], [3.43, -2.05, -1.57], [2.46, -1.11, -1.29], [1.76, -1.11, -0.15], [2.55, -3.26, 3.26], [-0.91, -1.70, 5.16], [-1.48, 0.58, 5.32], [-3.23, 2.34, 5.12], [-4.11, 2.92, 2.84], [-3.16, 1.73, 0.89], [3.16, -3.77, 1.32], [4.43, -3.80, -0.81], [3.97, -2.01, -2.51], [2.23, -0.33, -2.00], [-2.01, -3.25, 0.82], [-2.77, -2.12, 0.11], [-1.70, -1.10, -0.98], [-0.90, -2.34, -2.05], [-1.82, -3.30, -2.79], [-2.87, -0.21, -2.10], [-4.30, -0.75, -2.23], [-2.64, -3.71, 1.58], [-1.11, -2.90, 1.32], [-1.72, -4.03, 0.12], [-3.22, -1.45, 0.85], [-3.58, -2.53, -0.48], [-0.19, -2.89, -1.42], [-0.28, -1.78, -2.76], [-2.47, -3.86, -2.11], [-1.24, -4.03, -3.36], [-2.46, -2.77, -3.50], [-2.38, -0.19, -3.08], [-2.92, 0.83, -1.76], [-4.31, -1.79, -2.57], [-4.85, -0.16, -2.95], [-4.83, -0.71, -1.28], [2.69, 0.77, -5.26], [2.04, 1.50, -4.12], [2.69, 2.56, -3.49], [2.10, 3.27, -2.46], [0.82, 2.91, -2.06], [0.15, 1.86, -2.67], [0.75, 1.16, -3.70], [-0.10, 3.80, -0.86], [-0.63, 2.78, 0.07], [-1.06, 4.59, -1.56], [0.89, 4.78, -0.07], [1.27, 4.69, 1.37], [2.40, 3.70, 1.66], [1.84, 2.35, 1.39], [1.02, 1.83, 2.22], [2.03, 1.80, 0.25], [3.78, 0.76, -5.16], [2.46, 1.25, -6.21], [2.35, -0.27, -5.32], [3.69, 2.83, -3.81], [2.62, 4.08, -1.97], [-0.89, 1.66, -2.39], [0.22, 0.36, -4.19], [0.68, 5.72, -0.39], [0.39, 4.44, 1.97], [1.58, 5.69, 1.64], [2.68, 3.78, 2.71], [3.25, 3.89, 1.02]]}

***

{"formula": "C32H37N4O2", "method": "ωB97M-V/def2-TZVPD", "e_above_lowest_kcal_mol": 49.6, "homo_lumo_gap_ha": 0.1698, "fmax_ev_per_a": 3.99, "homo_energy_ev": -8.536, "mol_weight_g_mol": 509.67, "charge": 1, "lumo_ev": -3.9, "species": ["C", "N", "C", "C", "C", "C", "C", "C", "C", "C", "C", "C", "O", "N", "C", "C", "C", "C", "C", "C", "H", "H", "H", "H", "H", "H", "H", "H", "H", "H", "H", "H", "H", "H", "H", "H", "H", "H", "H", "H", "H", "C", "N", "C", "C", "C", "C", "N", "C", "C", "C", "C", "C", "C", "C", "C", "O", "C", "C", "H", "H", "H", "H", "H", "H", "H", "H", "H", "H", "H", "H", "H", "H", "H", "H"], "xyz": [[1.39, -3.93, 1.43], [2.65, -3.23, 1.22], [2.88, -1.90, 1.23], [1.82, -0.91, 1.46], [0.49, -1.18, 0.92], [-0.54, -0.48, 1.45], [-1.86, -1.05, 1.62], [-2.60, -0.72, 2.78], [-3.85, -1.28, 2.99], [-4.41, -2.14, 2.03], [-3.65, -2.53, 0.91], [-2.36, -2.03, 0.74], [2.03, 0.14, 2.12], [4.24, -1.73, 1.20], [4.97, -0.42, 1.26], [6.44, -0.64, 0.93], [4.86, 0.16, 2.66], [4.35, 0.53, 0.24], [4.83, -2.97, 1.12], [3.85, -3.90, 1.10], [1.64, -4.96, 1.73], [0.78, -3.47, 2.22], [0.81, -4.02, 0.50], [0.38, -2.01, 0.23], [-0.33, 0.46, 1.97], [-2.14, -0.05, 3.51], [-4.41, -1.03, 3.91], [-5.40, -2.56, 2.18], [-4.08, -3.21, 0.17], [-1.75, -2.36, -0.11], [6.58, -1.09, -0.06], [6.94, 0.34, 0.92], [6.94, -1.26, 1.69], [3.82, 0.37, 2.90], [5.27, -0.53, 3.41], [5.42, 1.11, 2.70], [3.33, 0.78, 0.53], [4.91, 1.47, 0.21], [4.33, 0.08, -0.76], [5.89, -3.13, 1.11], [3.90, -4.97, 1.04], [-5.53, 5.48, -0.87], [-5.50, 4.08, -0.49], [-6.41, 3.62, 0.54], [-4.48, 3.27, -0.88], [-3.18, 3.77, -1.12], [-2.13, 2.91, -1.32], [-2.35, 1.55, -1.48], [-1.35, 0.64, -1.74], [0.01, 1.03, -1.88], [0.92, 0.14, -2.71], [2.30, 0.41, -2.62], [3.23, -0.38, -3.29], [2.80, -1.44, -4.10], [1.42, -1.68, -4.25], [0.49, -0.88, -3.58], [0.50, 2.05, -1.34], [-3.63, 1.05, -1.35], [-4.68, 1.87, -1.02], [-5.04, 5.61, -1.84], [-6.57, 5.82, -0.96], [-5.03, 6.14, -0.14], [-6.29, 2.54, 0.67], [-6.21, 4.11, 1.51], [-7.45, 3.84, 0.26], [-2.95, 4.83, -1.07], [-1.10, 3.24, -1.39], [-1.66, -0.39, -1.93], [2.62, 1.27, -2.05], [4.30, -0.14, -3.20], [3.53, -2.07, -4.62], [1.07, -2.49, -4.91], [-0.58, -1.00, -3.77], [-3.76, -0.01, -1.55], [-5.67, 1.44, -0.90]]}

***

{"formula": "C32H37N6O3S3W", "method": "ωB97M-V/def2-TZVPD", "e_above_lowest_kcal_mol": 36.2, "homo_lumo_gap_ha": 0.2078, "fmax_ev_per_a": 1.08, "homo_energy_ev": -10.650, "mol_weight_g_mol": 833.73, "charge": 1, "lumo_ev": -5.0, "species": ["W", "C", "C", "O", "C", "C", "C", "N", "N", "C", "O", "C", "C", "C", "C", "C", "C", "H", "H", "H", "H", "H", "H", "H", "H", "H", "H", "H", "H", "C", "C", "N", "N", "C", "S", "S", "C", "C", "C", "C", "C", "C", "C", "C", "C", "C", "C", "C", "C", "O", "H", "H", "H", "H", "H", "H", "H", "H", "H", "H", "H", "H", "H", "H", "C", "N", "C", "S", "N", "C", "H", "H", "H", "H", "H", "H", "H", "H", "C", "H", "H", "H"], "xyz": [[0.39, -0.19, -0.33], [-0.57, -4.19, -1.34], [0.00, -3.19, -0.40], [-0.18, -1.91, -0.76], [0.63, -3.49, 0.75], [1.05, -2.53, 1.73], [1.53, -3.02, 3.06], [1.00, -1.25, 1.49], [1.38, -0.44, 2.55], [1.47, 0.78, 2.17], [1.22, 1.15, 0.93], [1.86, 1.84, 3.13], [2.23, 1.52, 4.43], [2.57, 2.53, 5.31], [2.54, 3.86, 4.90], [2.17, 4.18, 3.60], [1.83, 3.17, 2.71], [-0.18, -4.03, -2.35], [-1.65, -4.07, -1.38], [-0.33, -5.20, -1.02], [0.74, -4.54, 1.00], [1.46, -4.10, 3.11], [0.94, -2.56, 3.85], [2.56, -2.70, 3.22], [2.26, 0.48, 4.73], [2.86, 2.28, 6.32], [2.80, 4.64, 5.59], [2.14, 5.21, 3.28], [1.53, 3.40, 1.70], [-1.98, -1.66, -3.33], [-2.42, -0.56, -2.42], [-2.92, -0.86, -1.28], [-3.54, 0.07, -0.54], [-3.04, 0.66, 0.45], [-1.35, 0.66, 1.09], [-4.08, 1.81, 1.29], [-3.57, 1.58, 3.03], [-3.44, 0.15, 3.49], [-2.34, -0.22, 4.25], [-2.21, -1.53, 4.70], [-3.16, -2.48, 4.38], [-4.26, -2.11, 3.61], [-4.40, -0.81, 3.17], [-2.24, 0.83, -2.91], [-3.16, 1.49, -3.71], [-2.91, 2.78, -4.16], [-1.73, 3.42, -3.80], [-0.80, 2.78, -3.00], [-1.07, 1.50, -2.57], [-0.16, 0.87, -1.75], [-2.23, -2.63, -2.91], [-0.90, -1.62, -3.50], [-2.46, -1.55, -4.30], [-4.37, 2.09, 3.57], [-2.64, 2.12, 3.20], [-1.58, 0.51, 4.49], [-1.35, -1.80, 5.31], [-3.06, -3.49, 4.74], [-5.02, -2.85, 3.36], [-5.25, -0.53, 2.56], [-4.08, 0.98, -3.98], [-3.63, 3.29, -4.78], [-1.53, 4.43, -4.15], [0.11, 3.28, -2.69], [4.69, -1.56, -3.32], [4.24, -0.18, -3.21], [2.93, 0.13, -3.01], [2.57, -0.38, -0.98], [2.75, 1.54, -2.99], [2.76, 2.16, -4.33], [5.78, -1.55, -3.42], [4.28, -2.03, -4.21], [4.42, -2.15, -2.44], [4.87, 0.46, -2.76], [1.89, 1.77, -2.51], [3.71, 1.96, -4.82], [2.67, 3.24, -4.20], [1.94, 1.82, -4.98], [1.94, -0.72, -3.79], [0.94, -0.32, -3.64], [2.19, -0.66, -4.85], [1.97, -1.76, -3.48]]}